The following is a quantum chemistry calculation of an isolated ion of composition CH2O3PS and charge -1, from OMol25.

Relative energy (zero: lowest compared OMol25 entry of this formula, charge and spin) ... 21.52 kJ/mol
Maximum force ... 4.09 eV Å⁻¹
LUMO energy ... 3.54 eV
Molecular weight ... 125.1 g mol⁻¹
SMILES ... O=C([O-])P(O)S
Charge ... -1

Each line ends with the Mulliken charge.
Element x y z (Å)
1 C -1.1249 0.0151 -0.0056  0.461
2 O -1.0700 0.9630 0.7890  -0.722
3 O -1.8695 -0.9235 -0.2035  -0.606
4 O 1.0524 1.3424 -0.6595  -0.428
5 P 0.4707 -0.0758 -1.1219  0.126
6 S 1.4070 -1.5291 0.0362  -0.331
7 H 0.5246 1.6616 0.0117  0.356
8 H 0.6098 -1.4538 1.1536  0.145

---

The following is a quantum chemistry calculation of an isolated ion of composition CH2O3PS2 and charge -1, from OMol25.

Relative energy (zero: lowest compared OMol25 entry of this formula, charge and spin) ... 48.17 kJ/mol
Maximum force ... 3.21 eV Å⁻¹
LUMO energy ... 3.42 eV
Molecular weight ... 157.1 g mol⁻¹
SMILES ... [H]/P=C\SS(=O)(=O)[O-]
Charge ... -1

Each line ends with the Mulliken charge.
Element x y z (Å)
1 C 0.1357 0.0768 -0.4778  -0.303
2 O 3.8005 1.0928 -1.0136  -0.532
3 O 4.5277 -1.1113 -0.2799  -0.530
4 O 3.8216 0.5148 1.4342  -0.543
5 P -1.4327 0.0858 0.1148  -0.142
6 S 1.6541 -0.7464 0.0658  -0.223
7 S 3.8256 0.0992 0.0106  0.971
8 H 0.3505 0.6034 -1.3381  0.362
9 H -0.9376 -0.5579 1.2120  -0.059

---

The following is a quantum chemistry calculation of CH2O3Rh as an isolated structure, from OMol25.

Relative energy (zero: lowest compared OMol25 entry of this formula, charge and spin) ... 0.00 kJ/mol
Maximum force ... 7.04 eV Å⁻¹
Multiplicity ... 6
LUMO energy (alpha / beta) ... -12.32 / -15.24 eV
Molecular weight ... 164.9 g mol⁻¹
Charge ... +2

Each line ends with the Mulliken charge.
Element x y z (Å)
1 H -0.6322 1.6166 -0.2072  0.570
2 O -0.0722 -1.1376 -0.3304  -0.452
3 C -0.4725 -0.0331 0.2749  0.632
4 O -1.5256 0.5708 -0.0606  -0.083
5 O 0.4661 0.8642 0.1451  -0.589
6 Rh 2.3387 0.0234 -0.0821  1.468
7 H -0.1024 -1.9043 0.2604  0.453

---

The following is a quantum chemistry calculation of one molecule with the formula CH2O3S, from OMol25.

Relative energy (zero: lowest compared OMol25 entry of this formula, charge and spin) ... 281.12 kJ/mol
Maximum force ... 6.23 eV Å⁻¹
LUMO energy (alpha / beta) ... -1.67 / -1.67 eV
Molecular weight ... 94.1 g mol⁻¹
SMILES ... O=S(=O)=CO

Each line ends with the Mulliken charge.
Element x y z (Å)
1 C 0.4441 0.5602 -0.2041  -0.139
2 O 2.9571 0.8132 0.0148  -0.468
3 O 2.2626 -1.5013 -0.1292  -0.449
4 O -0.6664 -0.5923 0.1963  -0.460
5 S 1.8998 -0.1500 0.1475  0.878
6 H 0.2822 1.5071 0.2178  0.320
7 H -1.1535 -0.6123 -0.6253  0.317

---

The following is a quantum chemistry calculation of a 2-piece molecular cluster, CH2O3S2 overall, from OMol25.

Relative energy (zero: lowest compared OMol25 entry of this formula, charge and spin) ... 221.46 kJ/mol
Maximum force ... 2.52 eV Å⁻¹
LUMO energy ... -1.71 eV
Molecular weight ... 126.2 g mol⁻¹

Each line ends with the Mulliken charge.
Element x y z (Å)
1 C -1.4183 1.1517 -0.5276  -0.051
2 O 2.8072 -1.5724 -1.2194  -0.410
3 O 1.0684 -0.6835 0.3350  -0.423
4 O -1.1092 -0.1338 -0.5629  -0.214
5 S -1.1208 1.9936 0.8695  -0.086
6 S 1.4049 -1.2189 -0.9727  0.811
7 H -0.8466 -0.6081 0.2790  0.299
8 H -0.7856 1.0713 1.7992  0.073

---

The following is a quantum chemistry calculation of CH2O4S2 as an isolated structure, from OMol25.

Relative energy (zero: lowest compared OMol25 entry of this formula, charge and spin) ... 493.01 kJ/mol
Maximum force ... 2.79 eV Å⁻¹
LUMO energy (alpha / beta) ... 6.36 / 6.36 eV
Molecular weight ... 142.2 g mol⁻¹
Charge ... -2

Each line ends with the Mulliken charge.
Element x y z (Å)
1 C -0.5566 -0.8108 0.3846  -0.376
2 O 1.3289 -2.6226 -0.1459  -0.563
3 O -1.8954 1.5283 0.5766  -0.555
4 O 1.8245 -0.1886 -0.7517  -0.590
5 O -1.0490 0.8652 -1.5506  -0.563
6 S 0.7923 -1.2769 -0.6047  0.206
7 S -0.8215 0.8507 -0.1297  0.335
8 H -0.0579 -0.1194 2.3482  0.021
9 H 0.4346 1.7741 -0.1268  0.084

---

The following is a quantum chemistry calculation of an isolated ion of composition CH2O5P and charge -1, from OMol25.

Relative energy (zero: lowest compared OMol25 entry of this formula, charge and spin) ... 70.92 kJ/mol
Maximum force ... 3.18 eV Å⁻¹
LUMO energy ... 3.92 eV
Molecular weight ... 125.0 g mol⁻¹
SMILES ... O=CO[P@@](=O)([O-])O
Charge ... -1

Each line ends with the Mulliken charge.
Element x y z (Å)
1 C -0.6964 -1.3918 -0.1583  0.091
2 O 1.5021 0.8207 1.4928  -0.706
3 O 0.0064 2.0944 0.0296  -0.483
4 O -0.0665 -1.8203 -1.0779  -0.453
5 O -0.6646 -0.2783 0.4686  -0.396
6 O 1.4532 0.1928 -0.9717  -0.629
7 P 0.8076 0.7546 0.2069  0.913
8 H -0.8215 1.6674 -0.2349  0.364
9 H -1.5203 -2.0396 0.2449  0.299

---

The following is a quantum chemistry calculation of CH2O5P as an isolated structure, from OMol25.

Relative energy (zero: lowest compared OMol25 entry of this formula, charge and spin) ... 156.90 kJ/mol
Maximum force ... 3.72 eV Å⁻¹
LUMO energy ... 4.01 eV
Molecular weight ... 125.0 g mol⁻¹
Charge ... -1

Each line ends with the Mulliken charge.
Element x y z (Å)
1 C 1.5590 -0.0553 0.0661  0.800
2 O 1.2266 -0.6904 -0.9970  -0.681
3 O 2.5411 -0.1227 0.8043  -0.701
4 O -1.3201 -0.9805 -0.1291  -0.488
5 O -1.7486 1.3497 -0.0402  -0.444
6 O 0.5954 0.8535 0.3824  -0.372
7 P -0.7108 0.4171 -0.7789  0.180
8 H -0.5339 -1.6661 -0.1878  0.371
9 H -1.6087 0.8946 0.8802  0.334